Molecular formula: C58H66F6N5O
Method: DFT, ωB97M-V/def2-TZVPD

Its total charge is +1. The calculation puts the electronic energy at -3197.73805 Ha. The value obtained for the HOMO energy is -0.316 hartree. The spin multiplicity is 1. Its orbital gap is 4.228 eV.

Each line ends with the Löwdin charge.
Cartesian coordinates (Å):
F  -4.17088  -5.00043  -3.73449  0.1274
F  -3.96794  -3.17469  -4.96774  0.1215
F  -5.46929  -3.25090  -3.34713  0.1179
F  -0.09521  -4.12762  0.67811  0.1110
F  -1.93542  -3.33190  1.59533  0.0927
F  -1.97470  -5.29179  0.58201  0.1396
O  -0.04484  -0.26197  7.02440  0.1035
N  -2.12681  1.11613  -2.44994  0.0388
N  0.21437  -0.24321  4.72823  -0.0375
N  -1.42505  2.25529  -2.65109  0.1748
N  -0.12801  1.92336  -2.43118  0.0021
N  2.19439  -1.32148  4.49682  0.0549
C  -3.69676  0.37792  0.00913  -0.3685
C  4.84117  -1.69266  -1.64401  -0.0094
C  1.71514  0.65477  3.01890  0.0176
C  4.39154  -1.66403  -0.33124  0.0173
C  2.78574  3.74560  -3.88729  -0.0244
C  1.89477  5.00531  -2.03574  -0.0264
C  -4.23220  -0.96116  0.51794  -0.0502
C  -5.63647  1.62357  -3.62298  -0.0163
C  4.75330  -2.28023  2.07289  0.0259
C  1.63014  -2.22955  10.24447  -0.0676
C  6.06889  -2.28294  -1.97178  -0.2412
C  3.58580  -1.76652  2.58874  -0.0735
C  -4.24224  1.56505  -3.62046  -0.1317
C  6.41088  -2.83813  0.35513  -0.0059
C  5.16690  -2.25313  0.71385  -0.2054
C  0.49115  -1.58024  2.69267  0.0047
C  -3.47569  2.06070  -4.83480  -0.3880
C  -5.71523  0.76216  -1.39190  -0.0222
C  -1.81838  -3.33394  -0.76647  -0.1071
C  -1.23158  -2.10467  -0.99951  0.0509
C  -3.93261  1.48142  1.04271  -0.0453
C  -1.45594  -4.04089  0.50423  -0.4954
C  -1.27179  0.07249  -2.13017  -0.1338
C  -2.78234  -3.85016  -1.62720  0.0656
C  2.83949  4.85328  -3.04664  -0.0478
C  0.08921  -3.46529  8.28181  -0.0404
C  2.08284  -2.27545  8.92294  -0.0443
C  0.01316  0.58432  -2.00098  -0.2532
C  -0.99490  0.49088  4.44222  0.0000
C  0.90089  2.90416  -2.65462  -0.0876
C  0.38848  -2.77743  10.58219  -0.0740
C  1.79947  2.77024  -3.73243  -0.1198
C  -0.11575  4.24859  -0.72778  -0.3882
C  0.90056  4.04768  -1.84463  -0.1246
C  -2.75139  -1.78691  -2.87283  0.0737
C  -6.38006  1.19345  -2.52975  -0.0365
C  -3.57791  1.11193  -2.47055  -0.0820
C  1.72043  -2.79198  6.47862  -0.0838
C  0.77919  2.07641  -5.94502  -0.0472
C  -4.19120  -3.63487  -3.69481  -0.4968
C  0.56090  4.17625  0.63797  -0.0603
C  -4.32027  0.73079  -1.33548  -0.1216
C  1.65275  1.65505  -4.76151  -0.3729
C  0.56787  -0.57116  6.00857  -0.3650
C  1.16401  -0.62261  3.68691  -0.4368
C  1.29093  -2.84942  7.92705  -0.2440
C  -4.20388  1.75169  -6.14642  -0.0669
C  6.84805  -2.85123  -0.95215  -0.0225
C  3.30245  -1.84455  3.95377  0.0267
C  -3.19228  -3.08113  -2.71342  -0.0987
C  -3.19530  3.55306  -4.69162  -0.0641
C  -0.91213  5.54338  -0.87746  -0.0539
C  1.87920  -1.36883  5.92996  -0.1459
C  1.19831  0.02953  -1.53673  -0.0045
C  -0.37677  -3.40771  9.59493  -0.0671
C  -1.74237  -1.27631  -2.01766  -0.1133
C  3.00530  1.17231  -5.28598  -0.0752
C  6.56561  -2.31723  -3.37986  -0.0363
H  1.19993  -1.00657  -1.23786  0.0084
H  1.94500  1.39112  3.80128  0.1084
H  2.63151  0.47827  2.45233  0.0738
H  -3.60005  2.45616  0.66491  0.0840
H  -7.47237  1.21717  -2.55785  0.1174
H  -3.20338  -4.82555  -1.45052  0.1353
H  -0.75392  1.46180  3.98982  0.0959
H  3.47078  1.94068  -5.91500  0.0759
H  -0.18618  4.22945  1.43947  0.0796
H  7.80486  -3.30693  -1.20949  0.1272
H  1.23312  2.92496  -6.47498  0.0909
H  3.50315  3.64426  -4.69541  0.1092
H  -0.49192  -3.96664  7.50866  0.1134
H  1.21873  -2.14266  2.09995  0.0728
H  0.97704  -3.31523  5.85527  0.1311
H  -3.15247  -1.16021  -3.66698  0.1379
H  -4.32959  -1.68983  -0.29637  0.0820
H  -4.99965  1.55087  1.29120  0.0857
H  -2.61947  0.28371  -0.14942  0.1118
H  2.09214  0.65291  -1.49986  0.0387
H  1.12464  3.23971  0.74274  0.0708
H  3.62142  5.60187  -3.18503  0.1122
H  -2.74640  3.95269  -5.60799  0.0835
H  1.15820  0.81961  -4.25274  0.1151
H  4.00536  -2.34242  4.63508  0.1594
H  1.26022  5.01577  0.75281  0.0828
H  2.87796  0.27436  -5.90082  0.0837
H  7.52115  -1.79008  -3.48008  0.0964
H  2.24605  -1.76089  11.01123  0.1069
H  3.68722  0.93042  -4.46320  0.0770
H  -1.44906  5.56988  -1.83364  0.0825
H  -2.50379  3.70746  -3.85652  0.0469
H  3.05158  -1.85469  8.65583  0.1122
H  -0.22861  2.37079  -5.62943  0.0653
H  5.42605  -2.75485  2.78870  0.1306
H  2.65705  -0.82532  6.50134  0.1721
H  -1.55353  0.65658  5.36612  0.1041
H  5.85666  -1.85510  -4.07174  0.0799
H  0.01700  -2.70933  11.60516  0.1073
H  -1.62145  -0.07405  3.73902  0.0900
H  -6.27949  0.46115  -0.50839  0.1195
H  3.43919  -1.19375  -0.08841  0.0926
H  -0.43836  -1.71852  -0.36178  0.1046
H  -3.56529  2.00530  -6.99963  0.0835
H  4.23639  -1.25320  -2.44268  0.1145
H  2.90029  -1.29308  1.88008  0.0823
H  0.96506  1.08076  2.33970  0.0857
H  -0.82812  3.42392  -0.80755  0.1051
H  -0.16530  -1.02284  2.01258  0.0879
H  7.01315  -3.28471  1.15125  0.1228
H  1.91683  5.88157  -1.39187  0.1152
H  -5.22198  -0.83138  0.97621  0.0850
H  -4.45920  0.68660  -6.21725  0.0875
H  6.73604  -3.34640  -3.71474  0.0961
H  -3.56093  -1.38984  1.27277  0.0714
H  -1.33839  -3.85172  9.84963  0.1078
H  -2.51198  1.53518  -4.85408  0.1173
H  -0.11398  -2.31324  3.24272  0.1008
H  -6.15041  2.00509  -4.50389  0.1135
H  -1.64996  5.61740  -0.07027  0.0825
H  -0.25109  6.41726  -0.82283  0.0793
H  -4.12503  4.10325  -4.48579  0.0922
H  -5.12546  2.33935  -6.23421  0.0757
H  2.69048  -3.29727  6.35702  0.1215
H  0.68123  1.24946  -6.65849  0.0855
H  -3.37839  1.26714  1.96486  0.0706

=====

Molecular formula: C2H6S5
Method: DFT, ωB97M-V/def2-TZVPD

Its total charge is 0. The calculation puts the electronic energy at -2070.59275 Ha. The value obtained for the HOMO energy (spin up / spin down) is -0.309 / -0.279 hartree. The spin multiplicity is 1. Its orbital gap (spin up / spin down) is 7.417 / 5.416 eV. For the energy above the lowest of the compared OMol25 structures with the same formula, charge and spin, the calculation gives 2.078 eV.

Each line ends with the natural charge from an NBO analysis.
Cartesian coordinates (Å):
S  -1.68752  1.38531  0.78450  0.2054
S  -3.11799  -1.17079  0.05212  0.0861
S  1.77637  1.34950  -0.71824  -0.0478
S  3.18474  -0.79111  0.76957  -0.0040
S  0.50858  -1.23550  -0.43420  -0.1341
C  1.51966  -0.02382  0.44484  -0.6328
C  -2.06534  0.27639  -0.39210  -0.5188
H  2.81620  -1.89258  0.16332  0.1305
H  0.97281  0.16384  1.29590  0.2252
H  2.02911  0.57141  -1.81200  0.1552
H  -3.88481  -0.53666  0.94129  0.1248
H  -0.81702  1.93463  0.02730  0.1433
H  -1.23478  -0.03064  -1.12230  0.2670

=====

Molecular formula: C34H47ClF9OPPt
Method: DFT, ωB97M-V/def2-TZVPD

Its total charge is 0. The calculation puts the electronic energy at -3218.65231 Ha. The value obtained for the HOMO energy (spin up / spin down) is -0.270 / -0.319 hartree. The spin multiplicity is 3. Its orbital gap (spin up / spin down) is 7.701 / 7.396 eV.

Each line ends with the Löwdin charge.
Cartesian coordinates (Å):
Pt  -0.49559  -0.57142  0.69698  0.9312
Cl  -1.19326  -1.78618  3.68085  0.5476
P  1.20485  -1.70052  -0.46523  1.0511
F  -2.30195  -3.00064  0.19228  0.0915
F  -4.24930  0.55046  -1.07468  0.1448
F  -4.38840  -3.45925  -0.12500  0.1579
F  -6.15655  -1.60718  0.94868  0.1566
F  -5.07129  -1.38250  -1.56521  0.1616
F  -4.93530  -1.08059  2.66098  0.1621
F  -2.93346  -1.05698  -1.66874  0.1088
F  -5.46272  0.43293  1.22077  0.1545
F  -3.64435  -3.17909  1.87525  0.1545
O  -2.79703  -0.44750  1.05030  -0.2086
C  -3.16824  2.57552  2.81233  -0.0554
C  -0.58456  1.89243  -2.70722  -0.3251
C  3.29120  -3.62058  0.34209  -0.0825
C  2.08074  2.19108  1.68017  -0.3537
C  -3.80440  -1.16263  0.55348  -0.3504
C  0.27651  -4.10304  -1.53131  -0.0815
C  2.36370  -0.37877  -1.00651  -0.2685
C  2.01198  0.97967  -0.96793  -0.2084
C  -5.11087  -0.85814  1.35416  -0.5377
C  2.16629  -3.07533  -2.82569  -0.0785
C  4.22904  1.56372  -1.77936  -0.0519
C  -4.04566  -0.77201  -0.95142  -0.5135
C  0.63771  1.64013  -3.59158  -0.0563
C  2.96328  1.92434  -1.36281  -0.0552
C  -1.58209  2.23025  -0.50115  -0.0032
C  3.65393  -0.72729  -1.42021  -0.0971
C  -1.79475  1.14282  -3.28340  -0.0536
C  1.15525  -3.55732  1.59097  -0.1082
C  -0.38193  2.53439  1.51872  -0.0183
C  0.76101  1.99220  0.94468  -0.1658
C  0.71836  1.50154  -0.40431  -0.1474
C  0.92175  -2.79130  -1.98898  -0.6532
C  -0.60139  -0.34713  2.85162  -0.6922
C  2.09049  1.77195  3.15162  -0.0576
C  -2.83064  3.19358  1.45512  -0.3651
C  4.58134  0.22282  -1.80036  -0.0576
C  2.17899  -2.69477  0.83359  -0.6448
C  2.43577  3.68666  1.58874  -0.0460
C  -1.58940  2.59469  0.83624  -0.1856
C  -3.55470  -2.71868  0.62556  -0.5274
C  -0.45220  1.76220  -1.17855  -0.1086
C  -2.66729  4.71412  1.57286  -0.0561
C  2.77296  -1.64772  1.79030  -0.0889
C  -0.08920  -2.03574  -2.84956  -0.0978
H  2.00755  0.69244  3.26546  0.0414
H  3.46675  3.85329  1.90659  0.0847
H  1.41965  2.37432  -3.41693  0.0719
H  -3.59344  5.16921  1.92732  0.0794
H  1.78027  4.26670  2.24099  0.0846
H  -2.37866  2.76830  3.54393  0.0786
H  -3.66578  2.98726  0.78112  0.1347
H  0.81505  -4.40356  0.99448  0.0672
H  0.33855  -1.11296  -3.23596  0.0566
H  -0.11553  -4.62927  -2.40471  0.0958
H  -0.38473  -2.65123  -3.70314  0.1016
H  5.57612  -0.07716  -2.10378  0.1091
H  -1.33667  0.43426  3.01142  -0.0219
H  0.99100  -4.76349  -1.04194  0.0659
H  0.33232  1.72342  -4.63587  0.0853
H  -3.30676  1.49993  2.70949  0.0595
H  3.70923  -1.23761  1.40848  0.0853
H  1.07143  0.65324  -3.45029  0.0561
H  0.35660  -0.08778  3.28751  -0.0354
H  1.28292  2.24820  3.70931  0.0821
H  3.67834  -4.16613  1.20659  0.0953
H  3.94397  -1.76673  -1.43181  0.0760
H  -2.70819  1.34623  -2.72843  0.0566
H  1.86580  -3.70116  -3.67028  0.0956
H  1.60781  -3.94976  2.50406  0.0925
H  4.94233  2.32482  -2.06821  0.1108
H  -1.87431  4.96573  2.28062  0.0787
H  3.03572  2.08065  3.60112  0.0878
H  -0.98344  -1.80493  -2.27254  0.0488
H  -0.81215  2.95804  -2.82730  0.1425
H  2.86208  1.62681  1.17712  0.1197
H  2.60041  -2.16283  -3.23180  0.0759
H  -1.63852  0.06798  -3.28111  0.0536
H  -2.41586  5.15160  0.60478  0.0808
H  -2.48470  2.40941  -1.07205  0.1177
H  -4.09410  3.00582  3.19774  0.0855
H  2.96438  -2.09819  2.76656  0.0971
H  -0.55822  -3.91342  -0.85600  0.0645
H  2.93556  -4.36371  -0.37059  0.0615
H  4.13096  -3.08351  -0.09879  0.0660
H  -1.95011  1.46552  -4.31394  0.0865
H  2.69565  2.97298  -1.32910  0.1198
H  2.31871  4.07272  0.57543  0.0723
H  2.93151  -3.61889  -2.27079  0.0648
H  -0.32173  2.94061  2.52214  0.1210
H  2.06883  -0.82619  1.93394  0.0256
H  0.28474  -2.97620  1.88002  0.0003

=====

Molecular formula: C19H34N6O7Rh
Method: DFT, ωB97M-V/def2-TZVPD

Its total charge is +1. The calculation puts the electronic energy at -1709.56811 Ha. The value obtained for the HOMO energy (spin up / spin down) is -0.349 / -0.431 hartree. The spin multiplicity is 5. Its orbital gap (spin up / spin down) is 5.231 / 6.509 eV.

Each line ends with the natural charge from an NBO analysis.
Cartesian coordinates (Å):
Rh  -0.19407  -0.16098  -2.06346  0.9231
O  -1.86360  -2.20118  -0.61638  -0.4022
O  0.68684  2.45966  2.81135  -0.6137
O  2.26859  -1.20610  -3.25471  -0.3408
O  1.65729  2.13545  -1.90305  -0.3511
O  0.66680  0.66167  -3.92056  -0.9044
O  -0.45384  -1.24424  -5.41476  -0.9889
O  -2.42787  0.10679  -0.00945  -0.4868
N  0.80331  -0.50873  -0.02344  -0.4887
N  0.85589  0.97111  4.55435  -0.4465
N  0.45806  1.76436  -1.74702  -0.1348
N  -0.97931  -1.95999  -1.52089  0.0105
N  -1.60352  0.71576  -0.84541  -0.0711
N  1.11546  -1.50818  -2.81671  -0.0044
C  1.28539  -3.68864  -3.94869  -0.6839
C  0.63271  -2.77683  -2.97633  0.2089
C  0.25593  -0.30373  5.00209  -0.2072
C  -0.53816  -3.03235  -2.24061  0.1840
C  -0.47900  2.67334  -1.33170  0.1939
C  -1.61377  2.06383  -0.73963  0.1031
C  -1.25863  -4.32670  -2.15986  -0.6755
C  1.17366  0.20150  2.23681  -0.1787
C  -1.04387  -0.69773  4.31988  -0.6290
C  1.47145  -1.63427  0.23950  0.0595
C  0.87130  1.30568  3.21674  0.6691
C  1.92181  -0.95073  2.50735  -0.1082
C  -2.53387  2.75732  0.19964  -0.6692
C  1.92326  3.05344  5.39909  -0.6224
C  -1.80315  -0.31852  -3.68956  -0.5733
C  0.74609  2.09986  5.49157  -0.2087
C  2.04625  -1.88771  1.48936  -0.2437
C  -0.14314  4.11858  -1.26518  -0.6779
C  0.73545  0.43008  0.92820  0.1607
H  0.09243  -0.19515  6.08097  0.2203
H  -0.18382  2.65444  5.28236  0.2021
H  2.56545  -2.82995  1.63169  0.2402
H  1.83476  3.79727  6.19769  0.2224
H  0.68505  1.65971  6.49186  0.2016
H  0.06980  -0.45112  -5.15488  0.4969
H  -2.25070  -0.93943  -0.23163  0.4802
H  0.99415  -1.10414  4.86495  0.1894
H  0.28155  1.38326  0.67065  0.2244
H  -0.90990  -0.88871  3.24958  0.2043
H  -1.54029  -4.55673  -1.12632  0.2652
H  -1.72025  0.45844  -4.44454  0.1975
H  -2.77116  3.75809  -0.17846  0.2385
H  2.37611  -3.60539  -3.86339  0.2636
H  0.57733  4.36068  -2.05440  0.2489
H  -0.64194  -1.15633  -6.36575  0.4857
H  -2.64470  -0.03228  -3.03326  0.1803
H  -1.41319  -1.62005  4.78148  0.2288
H  -1.99457  -1.30685  -4.09470  0.2246
H  1.55831  -2.35484  -0.56926  0.2020
H  -0.61985  -5.12606  -2.54449  0.2378
H  1.91644  3.56570  4.43288  0.2355
H  -2.17473  -4.30406  -2.76617  0.2613
H  0.30413  4.38843  -0.29432  0.2614
H  0.98993  -3.40447  -4.97106  0.2828
H  -1.80324  0.08167  4.45268  0.2197
H  -1.04476  4.72465  -1.41472  0.2404
H  0.48297  1.62402  -3.92498  0.5224
H  1.62877  0.53139  -3.76472  0.5367
H  0.98200  -4.72689  -3.77367  0.2357
H  2.39234  -1.07986  3.47873  0.2415
H  -2.06521  2.88126  1.19025  0.2488
H  2.86698  2.51126  5.52988  0.2082
H  -3.45993  2.19020  0.32653  0.2496

=====

Molecular formula: C8H8N4
Method: DFT, ωB97M-V/def2-TZVPD

Its total charge is 0. The structure (SMILES) is c1cncnc1.c1cncnc1. The calculation puts the electronic energy at -528.65811 Ha. The value obtained for the HOMO energy is -0.365 hartree. The spin multiplicity is 1. Its orbital gap is 10.475 eV. For the energy above the lowest of the compared OMol25 structures with the same formula, charge and spin, the calculation gives 0.918 eV.

Each line ends with the natural charge from an NBO analysis.
Cartesian coordinates (Å):
N  1.24838  0.10382  0.34367  -0.4578
N  1.45227  1.42912  3.99407  -0.4578
N  2.01070  3.61222  3.16950  -0.4578
N  1.80845  2.28735  -0.47865  -0.4578
C  1.06605  1.17368  -0.44055  0.2413
C  2.29394  0.16622  1.17967  0.0713
C  2.84732  2.32368  0.36716  0.0713
C  0.41794  1.38796  3.14292  0.0711
C  0.96970  3.54500  2.32820  0.0712
C  0.13128  2.43710  2.27681  -0.3069
C  3.13564  1.27171  1.22929  -0.3069
C  2.19183  2.54471  3.95720  0.2413
H  -0.19692  0.47848  3.16288  0.2095
H  2.45490  -0.70477  1.82857  0.2095
H  0.80977  4.41401  1.67641  0.2095
H  3.46454  3.23153  0.34614  0.2095
H  3.04206  2.58911  4.65056  0.1842
H  -0.71895  2.39270  1.58345  0.2353
H  3.98959  1.31216  1.91830  0.2354
H  0.21210  1.13323  -1.12956  0.1843